Entry A
Here is 3 unconnected molecules or ions with the total composition C3H14NO2 from the OMol25 dataset. Energies are from ωB97M-V/def2-TZVPD.

Geometry as ORCA input:
```
! RIJCOSX wB97M-V def2-TZVPD def2/J DEFGRID3
* xyz 1 1
O 1.831 -1.936 -2.025
O 1.604 -1.328 1.189
N -0.767 0.407 1.445
C -1.554 0.158 -0.865
C -0.467 2.308 0.037
C -1.417 1.133 0.331
H 2.218 -1.244 0.445
H 1.897 -2.846 -1.828
H -0.592 -0.381 -1.035
H -0.425 0.995 2.206
H 0.707 2.034 -0.002
H -2.396 1.499 0.640
H -0.410 3.111 0.711
H -1.768 0.647 -1.862
H -2.316 -0.637 -0.705
H -1.343 -0.229 2.016
H 0.164 -0.186 1.086
H 1.844 -1.768 -2.992
H 1.828 -2.003 1.785
H -0.887 2.680 -0.912
*
```

* highest occupied orbital energy: -14.857 eV

Mulliken population analysis, charges in e, atoms 1 to 5:
1. O -0.6240
2. O -0.6560
3. N -0.3196
4. C -1.0419
5. C -1.1985

Entry B
Here is 3 unconnected molecules or ions with the total composition C3H14NO2 from the OMol25 dataset. Energies are from ωB97M-V/def2-TZVPD.

Geometry as ORCA input:
```
! RIJCOSX wB97M-V def2-TZVPD def2/J DEFGRID3
* xyz 1 1
O -1.388 1.017 -2.344
O 1.155 -2.613 -0.251
N -0.550 -0.130 0.099
C 1.908 1.046 0.277
C -1.784 -0.372 0.859
C 0.517 0.668 0.905
H -1.687 1.726 -1.816
H -1.573 -0.075 1.874
H -2.145 -1.380 0.843
H -0.746 0.413 -0.705
H 1.748 -2.301 -0.946
H -2.537 0.389 0.499
H 0.728 0.029 1.776
H -0.018 1.552 1.233
H 2.552 0.060 0.157
H 1.582 -3.034 0.478
H 1.781 1.475 -0.700
H -0.090 -0.965 -0.217
H 2.545 1.747 0.987
H -1.999 0.749 -3.007
*
```

* highest occupied orbital energy: -15.799 eV

Mulliken population analysis, charges in e, atoms 1 to 5:
1. O -0.6613
2. O -0.6748
3. N 0.1367
4. C -1.0383
5. C -0.8008

Entry C
Here is 4 unconnected molecules or ions with the total composition C3H14NO2 from the OMol25 dataset. Energies are from ωB97M-V/def2-TZVPD.

Geometry as ORCA input:
```
! RIJCOSX wB97M-V def2-TZVPD def2/J DEFGRID3
* xyz 1 1
O -2.165 0.883 -0.987
O -1.791 -1.413 -1.904
N -0.731 1.404 1.042
C -0.675 -0.931 1.253
C 0.812 0.119 -0.465
C 0.172 0.329 0.969
H -0.013 0.027 -1.156
H -1.544 1.242 0.371
H 6.693 0.277 0.418
H 0.923 0.385 1.774
H -0.098 -1.818 1.491
H -1.377 -1.102 0.441
H 1.451 0.962 -0.728
H 1.394 -0.795 -0.573
H 6.158 -0.208 0.238
H -2.984 1.377 -1.203
H -1.357 -0.741 2.082
H -2.559 -1.766 -2.369
H -2.104 -0.513 -1.615
H -0.203 2.282 0.922
*
```

* highest occupied orbital energy: -15.026 eV

Mulliken population analysis, charges in e, atoms 1 to 5:
1. O -0.5969
2. O -0.5950
3. N -0.1217
4. C -1.1731
5. C -0.8725

Which structure is most stable? entry A, by 3.0 kcal/mol over the runner-up.